No. 1
Molecular formula: C4H14N4O
Method: DFT, wB97M-V/def2-TZVPD

Results
- Charge: 0
- Strongest force on any atom: 3.0 eV Å⁻¹
- Frontier orbital gap: 8.07 eV
- E_HOMO: -7.26 eV
- Energy relative to the best compared isomer or geometry (same formula, charge and spin): 236.8 kJ/mol
- Electronic energy: -454.974678 hartree

Each line ends with the natural charge from an NBO analysis.
CARTESIAN COORDINATES (ANGSTROEM)
C  1.49  1.68  -0.01  -0.23
C  1.88  0.21  0.05  -0.63
N  -0.03  1.98  0.29  -0.51
N  -0.68  1.73  1.51  -0.66
H  -0.59  1.85  -0.54  0.35
H  -0.48  2.47  2.18  0.34
H  -0.38  0.84  1.92  0.33
H  1.81  2.15  -0.94  0.20
H  1.99  2.22  0.81  0.18
H  1.62  -0.27  -0.90  0.19
H  2.96  0.12  0.11  0.21
H  1.46  -0.28  0.92  0.21
C  -0.97  -1.23  -0.20  0.22
N  -0.20  -2.41  -0.26  -0.85
N  -1.85  -1.20  0.90  -0.87
C  -1.18  -0.50  -1.31  0.03
O  -0.65  -0.77  -2.55  -0.70
H  0.00  -1.48  -2.58  0.48
H  0.70  -2.27  -0.70  0.37
H  -0.14  -2.88  0.64  0.39
H  -2.31  -0.32  1.07  0.39
H  -2.56  -1.92  0.91  0.37
H  -1.90  0.30  -1.33  0.18

No. 2
Molecular formula: C55H157F6N11NiO26S2
Method: DFT, wB97M-V/def2-TZVPD

Results
- 2S+1: 3
- Charge: 0
- <S²>: 2.00
- Strongest force on any atom: 3.2 eV Å⁻¹
- Frontier orbital gap (spin up / spin down): 8.68 / 8.68 eV
- E_HOMO (spin up / spin down): -8.57 / -8.57 eV
- Electronic energy: -7651.868135 hartree

Each line ends with the Mulliken spin population.
CARTESIAN COORDINATES (ANGSTROEM)
Ni  -1.97  -0.02  -3.55  1.73
C  -0.09  1.33  0.33  0.00
F  0.79  1.57  1.35  0.00
F  -1.27  1.00  0.79  0.00
F  -0.17  2.54  -0.30  0.00
S  0.48  0.05  -0.89  0.02
O  -0.69  0.07  -1.76  -0.01
O  1.62  0.64  -1.58  0.00
O  0.62  -1.12  -0.11  0.00
C  -4.65  -0.80  -7.25  0.00
F  -3.83  -1.31  -8.22  0.00
F  -5.41  0.09  -7.90  0.00
F  -5.45  -1.68  -6.69  0.00
S  -3.76  0.19  -6.01  0.01
O  -3.02  -0.79  -5.20  0.04
O  -2.93  1.03  -6.78  0.00
O  -4.79  0.89  -5.26  0.00
C  2.27  -4.58  5.35  0.00
C  1.37  -3.55  4.74  0.00
C  1.83  -3.15  3.36  0.00
O  3.02  -2.36  3.57  0.00
C  3.14  -1.23  2.71  0.00
N  0.00  -4.01  4.55  0.00
H  2.12  -5.53  4.92  0.00
H  1.94  -4.64  6.36  0.00
H  3.32  -4.35  5.36  0.00
H  1.33  -2.65  5.33  0.00
H  1.03  -2.59  2.85  0.00
H  2.12  -3.98  2.66  0.00
H  2.12  -0.77  2.53  0.00
H  3.45  -1.48  1.66  0.00
H  3.83  -0.52  3.17  0.00
H  -0.40  -4.33  5.35  0.00
H  -0.06  -4.76  3.91  0.00
C  -5.13  -1.35  -0.97  0.00
C  -3.79  -1.12  -1.63  -0.01
C  -3.56  -2.21  -2.59  0.01
O  -2.27  -2.18  -3.20  0.02
C  -2.17  -3.31  -4.10  0.00
N  -3.66  0.18  -2.33  0.10
H  -5.03  -2.00  -0.10  0.00
H  -5.93  -1.69  -1.69  0.00
H  -5.54  -0.43  -0.62  0.00
H  -3.02  -1.12  -0.84  -0.01
H  -4.27  -2.18  -3.41  0.00
H  -3.63  -3.15  -2.04  0.00
H  -2.72  -3.11  -5.00  0.00
H  -2.53  -4.12  -3.57  0.00
H  -1.12  -3.43  -4.21  0.00
H  -3.71  0.95  -1.74  -0.01
H  -4.35  0.34  -3.10  0.00
C  -1.65  -2.77  2.02  0.00
C  -2.32  -1.50  2.52  0.00
C  -3.56  -1.86  3.32  0.00
O  -4.32  -2.64  2.43  0.00
C  -5.52  -3.09  3.00  0.00
N  -1.38  -0.62  3.31  0.00
H  -0.93  -3.14  2.68  0.00
H  -1.08  -2.63  1.13  0.00
H  -2.33  -3.56  1.85  0.00
H  -2.72  -0.88  1.72  0.00
H  -4.08  -0.89  3.68  0.00
H  -3.33  -2.45  4.19  0.00
H  -5.32  -3.92  3.67  0.00
H  -6.26  -3.42  2.19  0.00
H  -6.05  -2.28  3.54  0.00
H  -0.50  -0.47  2.86  0.00
H  -1.06  -1.09  4.16  0.00
C  4.14  3.42  3.76  0.00
C  4.90  2.92  2.51  0.00
C  5.91  1.85  2.96  0.00
O  5.38  1.03  4.01  0.00
C  6.29  0.12  4.58  0.00
N  4.00  2.46  1.51  0.00
H  4.78  3.60  4.68  0.00
H  3.46  2.65  4.04  0.00
H  3.74  4.37  3.51  0.00
H  5.47  3.81  2.17  0.00
H  6.77  2.44  3.38  0.00
H  6.22  1.16  2.13  0.00
H  7.14  0.68  4.98  0.00
H  6.66  -0.52  3.78  0.00
H  5.70  -0.39  5.33  0.00
H  3.35  1.75  1.79  0.00
H  3.37  3.18  1.27  0.00
C  4.19  2.89  -4.50  0.00
C  3.89  1.90  -3.40  0.00
C  4.58  0.56  -3.70  0.00
O  4.01  0.05  -4.91  0.00
C  4.49  -1.19  -5.28  0.00
N  4.35  2.44  -2.07  0.00
H  3.73  2.40  -5.40  0.00
H  5.31  2.99  -4.71  0.00
H  3.67  3.88  -4.45  0.00
H  2.82  1.78  -3.37  0.00
H  4.51  -0.15  -2.84  0.00
H  5.67  0.71  -3.79  0.00
H  5.57  -1.19  -5.50  0.00
H  3.88  -1.36  -6.10  0.00
H  4.28  -1.92  -4.52  0.00
H  4.18  1.67  -1.39  0.00
H  5.33  2.57  -2.09  0.00
C  -6.13  3.83  -2.62  0.00
C  -5.56  3.61  -1.24  0.00
C  -6.35  2.58  -0.52  0.00
O  -7.67  3.04  -0.20  0.00
C  -8.40  1.95  0.37  0.00
N  -4.14  3.20  -1.32  0.00
H  -5.79  4.81  -3.08  0.00
H  -7.20  3.87  -2.49  0.00
H  -5.86  2.94  -3.23  0.00
H  -5.75  4.48  -0.58  0.00
H  -5.95  2.24  0.40  0.00
H  -6.46  1.68  -1.11  0.00
H  -7.92  1.52  1.32  0.00
H  -8.64  1.20  -0.37  0.00
H  -9.40  2.42  0.49  0.00
H  -3.71  3.26  -0.39  0.00
H  -3.57  3.81  -1.90  0.00
C  -1.23  7.83  5.25  0.00
C  0.24  7.49  5.58  0.00
C  0.76  6.50  4.53  0.00
O  0.01  5.31  4.64  0.00
C  0.06  4.63  3.34  0.00
N  1.07  8.67  5.63  0.00
H  -1.70  8.22  6.14  0.00
H  -1.79  7.02  4.82  0.00
H  -1.29  8.65  4.56  0.00
H  0.42  6.98  6.54  0.00
H  1.80  6.35  4.62  0.00
H  0.54  7.00  3.58  0.00
H  -0.50  5.17  2.61  0.00
H  -0.40  3.65  3.41  0.00
H  1.14  4.69  3.05  0.00
H  0.81  9.23  6.50  0.00
H  1.01  9.28  4.85  0.00
C  1.86  -5.87  -6.15  0.00
C  1.78  -5.44  -4.65  0.00
C  2.07  -6.59  -3.68  0.00
O  1.26  -7.71  -3.92  0.00
C  -0.08  -7.34  -3.68  0.00
N  2.82  -4.43  -4.31  0.00
H  2.05  -4.97  -6.73  0.00
H  1.01  -6.49  -6.46  0.00
H  2.76  -6.41  -6.31  0.00
H  0.81  -4.95  -4.50  0.00
H  1.84  -6.20  -2.73  0.00
H  3.12  -6.91  -3.73  0.00
H  -0.61  -8.22  -3.38  0.00
H  -0.45  -6.79  -4.53  0.00
H  -0.16  -6.58  -2.88  0.00
H  2.37  -3.56  -3.99  0.00
H  3.42  -4.34  -5.12  0.00
C  6.25  -4.27  -3.40  0.00
C  6.60  -4.11  -1.96  0.00
C  6.55  -2.66  -1.42  0.00
O  6.98  -2.63  -0.08  0.00
C  6.72  -1.41  0.57  0.00
N  5.78  -4.97  -1.11  0.00
H  5.31  -3.74  -3.69  0.00
H  5.95  -5.31  -3.61  0.00
H  6.98  -3.90  -4.12  0.00
H  7.60  -4.52  -1.80  0.00
H  5.50  -2.38  -1.41  0.00
H  7.21  -1.98  -2.10  0.00
H  6.84  -1.49  1.65  0.00
H  5.69  -1.16  0.45  0.00
H  7.39  -0.68  0.19  0.00
H  4.84  -5.00  -1.40  0.00
H  5.86  -4.59  -0.20  0.00
C  0.45  2.83  -3.85  0.00
C  -1.01  3.07  -3.60  -0.02
C  -1.52  4.37  -4.20  0.00
O  -2.87  4.57  -4.00  0.00
C  -3.51  5.33  -4.99  0.00
N  -1.91  1.98  -4.14  0.08
H  0.63  3.28  -4.86  0.00
H  0.75  1.78  -3.83  0.00
H  1.03  3.48  -3.14  0.00
H  -1.16  3.05  -2.54  0.00
H  -1.32  4.33  -5.30  0.00
H  -0.97  5.28  -3.76  0.00
H  -3.19  6.37  -4.97  0.00
H  -4.56  5.28  -4.79  0.00
H  -3.28  4.94  -5.99  0.00
H  -2.84  2.48  -4.07  0.00
H  -1.61  1.91  -5.08  0.00
C  -2.01  -0.29  7.21  0.00
C  -0.68  -0.78  7.57  0.00
C  0.46  0.20  7.23  0.00
O  0.72  0.06  5.82  0.00
C  1.31  1.21  5.27  0.00
N  -0.64  -1.28  8.93  0.00
H  -2.05  0.09  6.16  0.00
H  -2.28  0.59  7.87  0.00
H  -2.72  -1.13  7.30  0.00
H  -0.50  -1.66  6.87  0.00
H  1.29  -0.13  7.84  0.00
H  0.22  1.27  7.49  0.00
H  0.62  2.06  5.09  0.00
H  1.68  0.96  4.24  0.00
H  2.20  1.58  5.84  0.00
H  -0.93  -0.50  9.58  0.00
H  -1.27  -2.05  9.03  0.00
C  -4.70  -6.02  -2.43  0.00
O  -3.68  -5.62  -1.55  0.00
H  -4.81  -5.15  -3.13  0.00
H  -4.49  -6.94  -2.99  0.00
H  -5.63  -6.17  -1.86  0.00
H  -3.60  -6.27  -0.81  0.00
C  -3.70  5.20  1.96  0.00
O  -3.80  3.90  2.46  0.00
H  -2.87  5.79  2.38  0.00
H  -3.62  5.28  0.86  0.00
H  -4.60  5.80  2.27  0.00
H  -2.93  3.56  2.59  0.00
C  -3.97  -5.70  2.08  0.00
O  -3.63  -6.81  1.27  0.00
H  -4.39  -4.96  1.42  0.00
H  -4.73  -5.97  2.84  0.00
H  -3.04  -5.30  2.50  0.00
H  -3.48  -7.56  1.86  0.00
C  2.88  -3.40  -1.01  0.00
O  3.21  -2.17  -1.65  0.00
H  3.01  -4.26  -1.67  0.00
H  3.57  -3.47  -0.09  0.00
H  1.90  -3.32  -0.61  0.00
H  2.51  -1.52  -1.49  0.00
C  0.71  -1.30  -4.45  0.00
O  -0.40  -0.51  -4.85  0.04
H  0.64  -1.81  -3.50  0.00
H  0.99  -2.08  -5.23  0.00
H  1.52  -0.60  -4.41  0.00
H  -1.00  -0.91  -5.48  0.00
C  3.85  6.05  -1.10  0.00
O  3.20  5.09  -1.92  0.00
H  3.63  7.01  -1.55  0.00
H  3.64  6.05  -0.04  0.00
H  4.92  5.86  -1.11  0.00
H  3.46  4.13  -1.90  0.00
C  0.56  6.76  -1.34  0.00
O  0.73  6.20  -2.58  0.00
H  0.38  6.00  -0.56  0.00
H  1.40  7.34  -1.01  0.00
H  -0.29  7.46  -1.45  0.00
H  1.51  5.61  -2.51  0.00
C  -2.48  2.59  4.99  0.00
O  -2.06  2.19  3.72  0.00
H  -2.94  3.60  4.99  0.00
H  -3.19  1.91  5.36  0.00
H  -1.64  2.67  5.73  0.00
H  -1.74  1.27  3.78  0.00
C  -0.07  -5.03  -0.27  0.00
O  -0.09  -4.06  -1.36  0.00
H  0.84  -5.69  -0.39  0.00
H  0.03  -4.57  0.72  0.00
H  -0.92  -5.68  -0.50  0.00
H  -0.26  -3.19  -1.06  0.00

No. 3
Molecular formula: C6H14O
Method: DFT, wB97M-V/def2-TZVPD

Results
- Charge: 0
- Strongest force on any atom: 0.5 eV Å⁻¹
- Frontier orbital gap: 10.93 eV
- E_HOMO: -9.86 eV
- Energy relative to the best compared isomer or geometry (same formula, charge and spin): 137.3 kJ/mol
- Electronic energy: -312.202741 hartree

Each line ends with the natural charge from an NBO analysis.
CARTESIAN COORDINATES (ANGSTROEM)
C  -2.94  0.69  -0.27  -0.60
C  -1.70  -0.11  0.13  -0.39
C  -0.81  -0.40  -1.09  -0.44
C  0.34  -1.33  -0.84  -0.18
C  1.57  -1.15  -1.32  -0.41
O  2.32  0.12  1.22  -0.74
C  2.57  1.35  0.58  -0.25
H  -3.59  0.88  0.58  0.21
H  -3.52  0.14  -1.02  0.20
H  -2.65  1.65  -0.70  0.20
H  -1.12  0.43  0.89  0.20
H  -2.01  -1.06  0.59  0.20
H  -1.44  -0.85  -1.87  0.21
H  -0.43  0.55  -1.50  0.20
H  0.14  -2.22  -0.24  0.20
H  1.72  -0.37  0.65  0.48
H  2.38  -1.85  -1.14  0.21
H  1.83  -0.26  -1.90  0.20
H  3.41  1.30  -0.13  0.16
H  2.84  2.06  1.37  0.18
H  1.70  1.74  0.04  0.16

No. 4
Molecular formula: C6H9N
Method: DFT, wB97M-V/def2-TZVPD

Results
- Charge: 0
- Strongest force on any atom: 1.0 eV Å⁻¹
- Frontier orbital gap: 8.99 eV
- E_HOMO: -8.86 eV
- Energy relative to the best compared isomer or geometry (same formula, charge and spin): 383.4 kJ/mol
- Electronic energy: -288.636015 hartree

Each line ends with the natural charge from an NBO analysis.
CARTESIAN COORDINATES (ANGSTROEM)
C  0.50  1.28  1.10  -0.62
C  -0.80  0.52  0.86  -0.37
C  -1.04  -0.64  -1.07  0.19
C  0.09  -0.28  -1.96  -0.80
C  -0.63  -0.96  0.33  -0.49
C  0.72  -1.50  0.57  0.28
N  1.78  -1.95  0.70  -0.33
H  1.14  1.30  0.22  0.21
H  0.27  2.31  1.37  0.22
H  1.08  0.84  1.92  0.22
H  -1.42  0.48  1.76  0.23
H  -1.41  1.06  0.11  0.24
H  0.16  -1.21  -2.55  0.29
H  -0.18  0.50  -2.67  0.25
H  1.09  -0.11  -1.52  0.21
H  -1.35  -1.61  0.84  0.26